# 1
This record from the OMol25 dataset describes a molecular structure, C44H59N2P2S6SbSeSiZr in a non-equilibrium geometry. The level of theory is wB97M-V/def2-TZVPD.

Each line ends with the Mulliken charge.
Geometry (Å):
Zr  -0.447  -0.063  -0.982  -0.023
C  3.396  0.507  1.002  -1.635
Si  1.543  0.277  1.244  1.217
C  1.237  1.586  2.632  0.220
C  2.346  1.910  3.441  0.003
C  2.239  2.719  4.558  -1.031
C  0.998  3.221  4.924  -1.083
C  -0.099  2.939  4.133  0.088
C  0.007  2.174  2.964  -0.139
P  -1.426  1.812  1.875  1.407
C  -2.244  3.431  1.452  0.075
C  -1.561  3.978  0.186  0.528
C  -1.998  5.403  -0.131  -1.025
C  -1.525  6.375  0.967  -0.956
C  -1.339  5.653  2.309  -0.812
C  -2.410  4.577  2.482  -1.390
C  -2.606  0.894  2.971  1.966
C  -3.776  1.657  3.656  -0.426
C  -3.884  1.321  5.142  -0.978
C  -3.989  -0.191  5.343  -0.865
C  -2.832  -0.952  4.648  -0.661
C  -1.855  0.001  3.964  -0.338
C  1.381  -1.473  2.048  0.485
C  1.604  -1.476  3.434  -0.436
C  1.588  -2.639  4.191  -0.969
C  1.360  -3.852  3.568  -1.550
C  1.142  -3.880  2.199  -1.241
C  1.122  -2.721  1.424  0.909
P  0.798  -2.810  -0.398  1.662
C  2.421  -3.457  -1.054  0.386
C  3.625  -2.601  -0.688  0.214
C  4.770  -2.849  -1.676  -0.863
C  4.848  -4.327  -2.098  -0.782
C  4.292  -5.204  -0.983  -1.012
C  2.793  -4.925  -0.753  -0.358
C  -0.309  -4.249  -0.945  0.898
C  -1.762  -3.917  -1.400  -0.179
C  -2.862  -4.711  -0.684  -1.175
C  -2.527  -4.897  0.787  0.284
C  -1.340  -5.852  0.891  -1.161
C  -0.308  -5.632  -0.238  -1.303
H  3.913  0.135  1.892  0.538
H  3.648  1.562  0.866  0.310
H  3.781  -0.035  0.153  0.547
H  3.319  1.507  3.211  0.294
H  3.118  2.938  5.153  0.404
H  0.887  3.825  5.817  0.424
H  -1.064  3.309  4.444  0.296
H  -3.240  3.088  1.149  0.739
H  -1.780  3.309  -0.649  -0.394
H  -0.476  3.967  0.326  0.065
H  -3.088  5.428  -0.225  0.359
H  -1.599  5.701  -1.102  0.313
H  -2.253  7.182  1.089  0.338
H  -0.587  6.848  0.666  0.363
H  -1.388  6.367  3.134  0.453
H  -0.350  5.190  2.364  0.149
H  -3.391  5.040  2.319  0.541
H  -2.430  4.229  3.509  0.650
H  -3.075  0.212  2.262  -1.578
H  -4.707  1.345  3.171  0.454
H  -3.723  2.732  3.516  0.064
H  -4.756  1.821  5.572  0.483
H  -3.011  1.711  5.677  0.237
H  -4.947  -0.522  4.931  0.372
H  -4.017  -0.424  6.410  0.367
H  -3.229  -1.633  3.890  0.051
H  -2.292  -1.568  5.370  0.555
H  -1.086  -0.572  3.442  -0.728
H  -1.334  0.608  4.710  0.344
H  1.781  -0.541  3.949  0.377
H  1.750  -2.589  5.261  0.415
H  1.341  -4.774  4.137  0.378
H  0.965  -4.830  1.727  0.633
H  2.262  -3.376  -2.140  0.672
H  3.929  -2.858  0.334  0.548
H  3.372  -1.552  -0.692  -1.427
H  5.714  -2.537  -1.221  0.462
H  4.621  -2.214  -2.553  0.218
H  5.875  -4.607  -2.340  0.469
H  4.263  -4.491  -3.008  0.293
H  4.854  -5.007  -0.065  0.330
H  4.428  -6.265  -1.204  0.506
H  2.547  -5.175  0.281  -0.147
H  2.217  -5.591  -1.400  0.343
H  0.245  -4.410  -1.877  0.333
H  -1.821  -4.099  -2.476  0.442
H  -1.974  -2.859  -1.276  -0.494
H  -2.990  -5.699  -1.145  0.409
H  -3.804  -4.175  -0.810  0.511
H  -3.381  -5.278  1.351  0.418
H  -2.276  -3.925  1.218  -0.427
H  -1.701  -6.882  0.800  0.394
H  -0.880  -5.785  1.879  0.364
H  -0.553  -6.334  -1.042  0.656
H  0.680  -5.929  0.102  0.380
S  -4.593  -1.569  0.827  -0.283
C  -3.177  -0.883  0.315  0.717
S  -1.619  -1.419  0.898  -1.023
S  -3.055  0.474  -0.748  -0.636
S  0.951  1.117  -5.311  -0.645
Sb  1.188  -0.702  -3.995  0.223
S  1.961  0.289  -1.778  -0.501
S  -1.035  -1.203  -3.105  -0.534
Se  0.864  2.878  -1.815  0.408
N  -0.566  1.849  -2.161  -0.145
C  -1.316  2.501  -3.051  0.675
C  -2.520  2.006  -3.631  -0.422
C  -3.138  2.766  -4.569  -0.835
C  -2.623  4.036  -4.987  -0.545
C  -1.485  4.537  -4.452  -0.878
C  -0.809  3.787  -3.442  0.694
N  0.299  4.195  -2.830  -0.803
H  -2.895  1.036  -3.343  0.215
H  -4.042  2.391  -5.033  0.434
H  -3.150  4.595  -5.749  0.369
H  -1.073  5.488  -4.762  0.501

Forces on atoms 1 to 3 (eV/Å):
-0.360 -1.409 -0.119
0.167 0.083 0.067
0.132 -0.205 0.094

E_LUMO (alpha / beta) ... 0.04852 / 0.00987 Ha
Total charge ... -1
Spin multiplicity ... 2
Molecular weight ... 1190.350 g/mol
Electronic energy ... -7871.85043 a.u.
HOMO level (alpha / beta) ... -0.162 / -0.171 Eh
HOMO-LUMO gap (alpha / beta) ... 5.7 / 4.9 eV

=====

# 2
This record from the OMol25 dataset describes a molecular structure, C44H60BLiO28 in a non-equilibrium geometry. The level of theory is wB97M-V/def2-TZVPD.

Each line ends with the Mulliken charge.
Geometry (Å):
Li  -9.781  5.909  4.320  0.963
O  -12.204  7.455  -2.406  -0.554
C  -12.342  6.503  -1.683  0.114
O  -11.513  6.074  -0.792  -0.376
B  -12.053  4.920  -0.023  0.587
O  -13.399  4.738  -0.594  0.838
C  -13.628  5.590  -1.583  0.344
O  -14.650  5.668  -2.205  -0.747
O  -12.158  5.420  1.365  -0.791
C  -11.592  4.560  2.158  0.518
O  -11.549  4.573  3.359  -0.789
C  -10.901  3.477  1.307  0.841
O  -11.220  3.714  0.011  -0.478
O  -10.162  2.626  1.670  -0.632
O  -19.710  4.580  1.608  -0.598
C  -19.229  5.234  0.722  0.524
O  -18.218  6.079  0.967  -0.389
C  -17.642  6.578  -0.265  0.364
C  -18.806  6.481  -1.242  -0.544
C  -19.626  5.282  -0.749  -0.576
H  -16.856  5.921  -0.636  -0.248
H  -17.420  7.632  -0.134  0.382
H  -18.377  6.213  -2.212  0.201
H  -19.356  7.418  -1.264  0.366
H  -19.383  4.284  -1.115  0.264
H  -20.693  5.463  -0.848  0.334
O  -12.247  5.719  -6.993  -0.608
C  -13.401  5.368  -6.967  0.462
O  -14.143  5.320  -8.054  -0.380
C  -15.530  5.018  -7.823  -0.407
C  -15.641  4.830  -6.295  -0.457
C  -14.221  4.899  -5.770  0.591
H  -15.864  4.149  -8.392  0.249
H  -16.101  5.837  -8.259  0.243
H  -16.012  3.830  -6.080  0.262
H  -16.356  5.600  -6.004  0.253
H  -13.963  3.885  -5.460  0.027
H  -13.992  5.504  -4.894  -0.268
O  -15.604  1.388  2.127  -0.474
C  -15.868  2.490  2.483  0.215
O  -16.412  2.756  3.714  -0.394
C  -16.440  4.164  3.923  -0.435
C  -15.476  4.728  2.871  0.167
C  -15.650  3.762  1.694  1.586
H  -16.070  4.418  4.917  0.200
H  -17.444  4.551  3.734  0.301
H  -14.453  4.645  3.246  -0.541
H  -15.729  5.741  2.553  0.592
H  -14.827  3.796  0.991  -1.079
H  -16.577  3.899  1.129  -0.138
O  -13.927  -0.285  0.107  -0.523
C  -14.008  0.358  -0.902  0.490
O  -15.164  0.897  -1.320  -0.391
C  -14.958  1.979  -2.203  0.292
C  -13.634  1.611  -2.904  -0.336
C  -12.872  0.979  -1.746  -0.053
H  -14.896  2.937  -1.677  -0.437
H  -15.822  2.118  -2.856  0.329
H  -13.157  2.532  -3.247  0.158
H  -13.789  0.929  -3.738  0.346
H  -12.365  1.739  -1.153  -0.336
H  -12.142  0.271  -2.133  0.439
O  -8.824  12.000  -1.189  -0.588
C  -8.954  11.300  -2.155  0.338
O  -7.961  10.877  -2.957  -0.391
C  -8.400  9.777  -3.814  -0.539
C  -9.791  9.425  -3.280  0.145
C  -10.254  10.703  -2.608  -0.095
H  -7.660  9.000  -3.654  0.331
H  -8.463  10.139  -4.838  0.283
H  -9.731  8.557  -2.616  -0.252
H  -10.540  9.030  -3.969  0.393
H  -10.933  10.497  -1.784  0.169
H  -10.732  11.398  -3.301  0.286
O  -13.838  11.662  -1.537  -0.637
C  -14.295  10.728  -2.139  0.508
O  -15.007  9.778  -1.499  -0.387
C  -15.657  8.899  -2.451  0.672
C  -14.899  9.061  -3.758  -0.230
C  -14.191  10.426  -3.616  -0.246
H  -16.724  9.114  -2.496  0.289
H  -15.466  7.911  -2.037  -0.619
H  -15.636  9.019  -4.560  0.443
H  -14.152  8.277  -3.847  -0.124
H  -14.707  11.208  -4.173  0.358
H  -13.174  10.319  -3.983  0.065
O  -13.375  0.074  3.027  -0.438
C  -12.654  0.352  3.925  0.234
O  -11.623  -0.378  4.394  -0.408
C  -11.108  0.218  5.594  -0.549
C  -11.460  1.707  5.444  -0.164
C  -12.798  1.666  4.701  0.782
H  -10.036  0.101  5.715  0.365
H  -11.653  -0.192  6.445  0.281
H  -10.748  2.308  4.876  0.005
H  -11.604  2.215  6.399  0.286
H  -13.141  2.501  4.099  -0.800
H  -13.559  1.564  5.482  0.421
O  -10.933  5.451  6.179  -0.743
C  -12.024  5.827  6.524  0.428
O  -12.228  6.935  7.230  -0.405
C  -13.608  7.362  7.156  -0.503
C  -14.316  6.337  6.272  -0.549
C  -13.360  5.146  6.266  0.951
H  -13.593  8.285  6.578  0.276
H  -14.029  7.518  8.144  0.318
H  -14.412  6.795  5.290  0.173
H  -15.276  5.995  6.652  0.417
H  -13.361  4.614  5.319  -0.659
H  -13.527  4.472  7.108  0.296
O  -9.256  6.424  2.525  -0.777
C  -8.756  7.430  2.047  0.452
O  -8.026  8.236  2.796  -0.442
C  -7.460  9.327  2.031  -0.675
C  -8.249  9.303  0.704  -0.526
C  -8.832  7.901  0.626  1.063
H  -6.415  9.044  1.900  0.284
H  -7.480  10.329  2.448  0.387
H  -7.722  9.622  -0.189  0.349
H  -9.111  9.960  0.853  0.290
H  -8.178  7.306  -0.021  -0.276
H  -9.843  7.752  0.249  -0.251
O  -5.385  6.686  -0.419  -0.623
C  -5.861  5.595  -0.618  0.615
O  -6.624  5.331  -1.674  -0.367
C  -7.253  4.026  -1.557  -0.223
C  -6.953  3.560  -0.106  0.021
C  -5.784  4.443  0.360  -0.538
H  -6.816  3.409  -2.335  0.368
H  -8.333  4.124  -1.618  0.089
H  -6.773  2.497  0.024  0.462
H  -7.737  3.854  0.593  -0.283
H  -4.807  3.967  0.262  0.285
H  -5.916  4.756  1.390  0.264

Forces on atoms 1 to 3 (eV/Å):
-0.615 -0.481 -0.022
-0.136 -0.378 0.164
-1.261 0.424 -0.911

E_LUMO ... -0.01720 Ha
Spin multiplicity ... 1
Molecular weight ... 1054.689 g/mol
Electronic energy ... -3852.10159 a.u.
HOMO level ... -0.339 Eh
Relative energy (zero: lowest compared OMol25 entry of this formula, charge and spin) ... 5.20 kcal/mol
HOMO-LUMO gap ... 8.8 eV